Entry 1:
C6H15NO | the ωB97M-V functional and the def2-TZVPD basis

Computed properties:
* Kohn-Sham gap: 8.617 eV
* SMILES: CC/C(C)=C(/C)N.O
* total energy: -367.58633 a.u.

Structure (ORCA input):
```
! RIJCOSX wB97M-V def2-TZVPD def2/J DEFGRID3
* xyz 0 1
C -2.632 0.161 -0.772
C -1.149 -0.252 -1.026
C -0.244 0.660 -0.255
C 0.128 1.932 -0.995
C 0.324 0.331 0.905
C 1.206 1.237 1.724
N 0.193 -0.948 1.471
H -2.912 0.029 0.272
H -3.290 -0.451 -1.386
H -2.725 1.215 -1.025
H -1.054 -1.318 -0.793
H -0.980 -0.239 -2.105
H 1.065 1.860 -1.547
H -0.658 2.250 -1.673
H 0.247 2.709 -0.233
H 1.728 0.642 2.473
H 2.001 1.661 1.105
H 0.684 2.058 2.210
H -0.435 -1.630 1.094
H 0.315 -1.020 2.465
O 1.887 -2.620 -0.946
H 2.400 -2.409 -0.164
H 1.127 -2.074 -0.730
*
```

Taken from the Mulliken analysis, the atomic charges in e are: atom 1 (C): -1.14, atom 2 (C): -0.94, atom 3 (C): 0.52, atom 4 (C): -1.57, atom 5 (C): 0.77, atom 6 (C): -1.46, atom 7 (N): -0.38, atom 8 (H): 0.27, atom 9 (H): 0.38, atom 10 (H): 0.31, atom 11 (H): 0.35, atom 12 (H): 0.38, atom 13 (H): 0.28, atom 14 (H): 0.42, atom 15 (H): 0.39, atom 16 (H): 0.42, atom 17 (H): 0.36, atom 18 (H): 0.30, atom 19 (H): 0.17, atom 20 (H): 0.18, atom 21 (O): -0.70, atom 22 (H): 0.31, atom 23 (H): 0.37

=====

Entry 2:
C3Br2ClFO | the ωB97M-V functional and the def2-TZVPD basis

Computed properties:
* Kohn-Sham gap: 10.080 eV
* SMILES: O=C(F)Br.ClC#CBr
* total energy: -5897.54885 a.u.

Structure (ORCA input):
```
! RIJCOSX wB97M-V def2-TZVPD def2/J DEFGRID3
* xyz 0 1
O -1.163 -0.241 -1.021
C -1.895 0.306 -0.291
F -3.131 -0.124 -0.035
Br -1.711 1.908 0.739
Cl 1.030 -3.183 -2.227
C 1.341 -2.186 -0.923
C 1.552 -1.321 -0.136
Br 2.244 -0.443 1.321
*
```

Taken from the Mulliken analysis, the atomic charges in e are: atom 1 (O): -0.33, atom 2 (C): 0.56, atom 3 (F): -0.16, atom 4 (Br): -0.07, atom 5 (Cl): -0.15, atom 6 (C): 0.55, atom 7 (C): -0.37, atom 8 (Br): -0.04

=====

Entry 3:
C22H33BN13W | the ωB97M-V functional and the def2-TZVPD basis

Computed properties:
* Kohn-Sham gap (alpha / beta): 6.240 / 6.650 eV
* total energy: -1661.37608 a.u.
* expectation value of S²: 0.782

Structure (ORCA input):
```
! RIJCOSX wB97M-V def2-TZVPD def2/J DEFGRID3
* xyz 2 2
W -0.419 0.854 -0.291
C -3.413 -1.016 -1.292
C -2.317 -1.680 -0.530
C -2.275 -2.985 -0.119
C -1.090 -3.135 0.606
N -0.440 -1.988 0.633
N -1.182 -1.053 -0.061
B 0.780 -1.535 1.518
N 1.893 -0.912 0.613
C 3.193 -1.201 0.573
C 3.846 -0.231 -0.173
C 2.862 0.667 -0.559
C 3.029 1.968 -1.282
N 1.667 0.226 -0.099
N 0.194 -0.388 2.412
C -0.036 -0.336 3.721
C -0.653 0.858 4.048
C -0.813 1.529 2.853
C -1.436 2.867 2.658
N -0.317 0.762 1.840
N 1.388 -2.693 2.244
C 1.899 -2.902 3.495
C 2.494 -4.125 3.499
C 2.327 -4.625 2.186
C 2.812 -5.935 1.630
N 1.670 -3.768 1.423
H -4.236 -1.717 -1.400
H -3.785 -0.141 -0.761
H -3.095 -0.697 -2.284
H -3.018 -3.743 -0.317
H -0.669 -4.002 1.094
H 3.576 -2.077 1.082
H 4.906 -0.169 -0.380
H 4.042 2.045 -1.671
H 2.345 2.086 -2.124
H 2.878 2.810 -0.604
H 0.227 -1.158 4.368
H -0.947 1.195 5.032
H -1.045 3.568 3.395
H -1.240 3.260 1.673
H -2.518 2.810 2.797
H 1.862 -2.169 4.285
H 2.988 -4.608 4.332
H 3.168 -6.583 2.429
H 2.018 -6.453 1.093
H 3.635 -5.781 0.932
N -1.408 -0.612 -5.353
N -0.634 -0.287 -4.281
N 0.653 -0.606 -4.248
C 0.977 -0.212 -3.035
N -0.070 0.336 -2.396
N -1.127 0.263 -3.240
H -0.840 -0.742 -6.176
H -2.211 -0.007 -5.427
H 1.961 -0.335 -2.614
C -1.924 3.419 -2.579
C -1.630 3.401 -1.066
C -2.396 4.564 -0.433
C -0.120 3.549 -0.818
C -2.017 2.029 -0.532
H -1.879 4.451 -2.939
H -2.924 3.034 -2.790
H -1.203 2.828 -3.139
H -2.014 5.516 -0.816
H -2.318 4.583 0.655
H -3.455 4.497 -0.696
H 0.426 3.946 -1.669
H 0.402 2.598 -0.589
H 0.092 4.157 0.057
H -3.094 1.930 -0.395
*
```

Taken from the Mulliken analysis, the atomic charges in e are: atom 1 (W): 0.73, atom 2 (C): -1.09, atom 3 (C): 0.67, atom 4 (C): -1.61, atom 5 (C): 0.14, atom 6 (N): 0.65, atom 7 (N): -0.60, atom 8 (B): 0.20, atom 9 (N): 1.03, atom 10 (C): 0.04, atom 11 (C): -1.67, atom 12 (C): 0.26, atom 13 (C): -1.14, atom 14 (N): -0.21, atom 15 (N): 0.93, atom 16 (C): 0.37, atom 17 (C): -1.96, atom 18 (C): 0.60, atom 19 (C): -0.50, atom 20 (N): -0.49, atom 21 (N): 0.13, atom 22 (C): -0.06, atom 23 (C): -1.21, atom 24 (C): 0.72, atom 25 (C): -1.23, atom 26 (N): -1.09, atom 27 (H): 0.40, atom 28 (H): 0.19, atom 29 (H): 0.15, atom 30 (H): 0.50, atom 31 (H): 0.64, atom 32 (H): 0.49, atom 33 (H): 0.52, atom 34 (H): 0.46, atom 35 (H): 0.23, atom 36 (H): 0.29, atom 37 (H): 0.54, atom 38 (H): 0.51, atom 39 (H): 0.47, atom 40 (H): -0.46, atom 41 (H): 0.29, atom 42 (H): 0.50, atom 43 (H): 0.48, atom 44 (H): 0.37, atom 45 (H): 0.32, atom 46 (H): 0.28, atom 47 (N): -0.56, atom 48 (N): 1.12, atom 49 (N): -0.95, atom 50 (C): -0.48, atom 51 (N): 0.50, atom 52 (N): -0.53, atom 53 (H): 0.31, atom 54 (H): 0.29, atom 55 (H): 0.66, atom 56 (C): -1.81, atom 57 (C): 2.23, atom 58 (C): -1.62, atom 59 (C): -1.72, atom 60 (C): -0.64, atom 61 (H): 0.53, atom 62 (H): 0.42, atom 63 (H): 0.31, atom 64 (H): 0.45, atom 65 (H): 0.30, atom 66 (H): 0.43, atom 67 (H): 0.50, atom 68 (H): 0.52, atom 69 (H): 0.41, atom 70 (H): 0.53